[1]
ORCA calculation (wB97M-V/def2-TZVPD) on a 8-piece molecular cluster, C28H77ClN7O11 overall.

Positions of all 124 atoms, in Å:
Cl1 6.3109 3.2360 26.1859
O1 6.2953 3.6281 24.7990
O2 6.0181 4.4156 26.9646
O3 5.3261 2.2041 26.3715
O4 7.6364 2.8247 26.5106
C1 9.8474 -0.4192 25.5334
C2 10.0479 -0.4197 27.0536
C3 11.4802 -1.0732 27.4221
O5 12.6955 -0.4461 26.9121
C4 13.7446 -1.3951 26.9507
N1 9.8881 0.8783 27.5661
H1 10.5023 0.3362 25.0991
H2 8.8244 -0.2284 25.2090
H3 10.1558 -1.3197 25.0022
H4 9.2779 -0.9078 27.6509
H5 11.3632 -2.0870 27.0393
H6 11.5666 -1.0496 28.5084
H7 13.7978 -2.1826 27.7024
H8 14.6708 -0.8338 27.0741
H9 13.8152 -1.9849 26.0368
H10 10.5052 1.5900 27.2016
H11 8.9849 1.1731 27.2235
C5 6.2059 0.8636 31.7700
C6 6.4305 0.5980 30.2849
C7 6.6279 -0.8815 29.8939
O6 7.9071 -1.3794 30.4054
C8 8.2805 -2.7256 30.0387
N2 5.3231 1.1439 29.4940
H12 7.1236 0.8579 32.3582
H13 5.5775 0.1395 32.2886
H14 5.7005 1.8258 31.8533
H15 7.2913 1.1952 29.9839
H16 6.7380 -1.0208 28.8185
H17 5.8798 -1.5906 30.2483
H18 7.5165 -3.4803 30.2253
H19 9.1640 -2.9352 30.6416
H20 8.5086 -2.7011 28.9731
H21 5.5941 1.1868 28.5220
H22 5.1072 2.1016 29.7314
C9 7.7277 4.6631 34.0885
C10 8.3021 4.2573 32.7368
C11 8.3837 5.4295 31.7546
O7 9.1943 5.0355 30.6256
C12 8.7043 3.9036 29.8984
N3 9.6643 3.8566 32.9849
H23 8.0081 3.8969 34.8113
H24 6.6411 4.5879 34.0472
H25 8.0299 5.6068 34.5427
H26 7.8278 3.3622 32.3343
H27 8.9219 6.2760 32.1810
H28 7.4018 5.7245 31.3846
H29 8.8499 2.9796 30.4581
H30 9.1702 3.6822 28.9382
H31 7.6253 3.9675 29.7581
H32 10.2414 4.6620 33.1811
H33 9.9979 3.4852 32.1069
C13 1.4570 -1.6169 26.7488
C14 2.6066 -0.6402 26.5247
C15 3.0203 -0.2496 25.0510
O8 3.0603 -1.4567 24.3190
C16 3.7100 -1.3357 23.0886
N4 2.3352 0.5656 27.3007
H34 0.5903 -1.0373 26.4311
H35 1.2241 -1.9390 27.7637
H36 1.4657 -2.4424 26.0370
H37 3.5119 -1.0593 26.9638
H38 3.9505 0.3155 25.1107
H39 2.2171 0.3535 24.6277
H40 3.6877 -2.3045 22.5895
H41 4.7431 -1.0064 23.1999
H42 3.2113 -0.5979 22.4600
H43 2.6078 0.4236 28.2628
H44 2.9683 1.3002 27.0185
C17 7.6481 7.9748 21.0132
C18 7.1916 6.6713 21.7098
C19 8.2651 5.5361 21.6730
O9 8.7904 5.2156 20.3870
C20 9.5444 4.0244 20.3082
N5 6.9289 6.9516 23.1106
H45 7.8635 8.0108 19.9453
H46 8.5016 8.3909 21.5485
H47 6.8258 8.6895 20.9798
H48 6.2911 6.3592 21.1810
H49 7.8881 4.6309 22.1491
H50 9.0472 5.8758 22.3521
H51 10.1376 3.5868 21.1111
H52 10.1765 4.1216 19.4255
H53 8.8743 3.2099 20.0329
H54 6.5695 6.0987 23.5149
H55 6.2515 7.6756 23.3033
C21 3.5355 4.3878 31.4209
C22 2.4949 4.5815 30.3313
C23 2.9415 4.4091 28.8732
O10 1.8070 4.5893 27.9900
C24 2.1511 4.2717 26.6604
N6 1.3664 3.6889 30.7253
H56 3.3381 4.8597 32.3834
H57 4.4119 4.8835 31.0034
H58 3.9687 3.3948 31.5410
H59 2.1930 5.6233 30.4387
H60 3.5031 3.4876 28.7199
H61 3.6041 5.2454 28.6502
H62 3.0950 4.7425 26.3857
H63 1.2742 4.4620 26.0417
H64 2.3088 3.1935 26.6332
H65 0.7153 3.5899 29.9595
H66 1.7379 2.7504 30.6892
C25 11.2183 7.3856 27.9077
C26 9.7710 7.1117 27.5090
C27 9.6536 5.7281 26.7925
O11 10.5028 5.6410 25.6610
C28 10.2452 4.4987 24.8863
N7 8.9641 7.0966 28.7003
H67 11.8987 7.1257 27.0968
H68 11.6244 6.9900 28.8386
H69 11.2787 8.4736 27.9330
H70 9.3501 7.9116 26.8998
H71 8.6787 5.3705 26.4612
H72 9.9963 5.0316 27.5577
H73 10.5798 3.6723 25.5134
H74 10.8904 4.3993 24.0134
H75 9.2390 4.4196 24.4748
H76 7.9655 7.0521 28.5555
H77 9.1915 6.2971 29.2742

Atoms 1-3, force components in eV/Å:
Cl 0.13 1.90 -1.46
O -0.16 -0.08 -0.57
O -0.67 -0.14 0.75

The HOMO-LUMO gap (spin up / spin down) is 1.373 / 8.460 eV. Its multiplicity is 2. For the maximum force, the calculation gives 0.0538 Eh/bohr. As for the charge: -2. The HOMO energy (spin up / spin down) comes out at 2.645 / -4.536 eV. For the total energy, the calculation gives -2783.6568 a.u.



[2]
ORCA calculation (wB97M-V/def2-TZVPD) on a 7-piece molecular cluster, C28H77N7O7 overall.

Positions of all 119 atoms, in Å:
C1 -6.2863 15.6984 -7.1824
O1 -7.6656 15.1929 -7.0889
C2 -7.8574 13.7752 -6.8751
C3 -7.9122 12.8918 -8.1845
C4 -9.3302 12.9698 -8.9583
N1 -7.5855 11.4988 -7.9538
H1 -6.2611 16.7727 -6.9997
H2 -5.9214 15.6182 -8.2064
H3 -5.6046 15.1234 -6.5558
H4 -7.1694 13.3094 -6.1695
H5 -8.8355 13.7540 -6.3945
H6 -7.1785 13.3627 -8.8387
H7 -10.1714 12.7511 -8.3006
H8 -9.5478 12.3486 -9.8272
H9 -9.4551 14.0026 -9.2836
H10 -6.6791 11.4800 -7.5086
H11 -8.2751 11.0939 -7.3369
C5 -2.1746 12.1890 -8.8139
O2 -0.9909 12.5656 -9.5838
C6 -1.2863 13.6053 -10.5080
C7 -2.0838 13.2196 -11.7252
C8 -1.4793 12.0087 -12.4684
N2 -2.1981 14.1686 -12.7986
H12 -1.8624 11.6003 -7.9513
H13 -2.9431 11.6533 -9.3711
H14 -2.5888 13.1029 -8.3880
H15 -1.7657 14.4889 -10.0866
H16 -0.2805 13.9536 -10.7426
H17 -3.0722 12.9817 -11.3321
H18 -0.4459 12.1590 -12.7810
H19 -2.0611 11.5649 -13.2762
H20 -1.2159 11.1978 -11.7892
H21 -2.7891 13.6497 -13.4323
H22 -1.2941 14.3870 -13.1925
C9 -1.7679 6.6765 -15.2283
O3 -0.6369 7.2563 -15.9311
C10 -0.0257 6.3722 -16.9674
C11 1.5060 6.2906 -16.7555
C12 2.1320 7.7262 -16.8193
N3 2.1605 5.5723 -17.8510
H23 -2.0629 7.4216 -14.4895
H24 -1.4405 5.7924 -14.6812
H25 -2.4556 6.4515 -16.0435
H26 -0.5156 5.4021 -17.0504
H27 -0.2199 6.8324 -17.9362
H28 1.8120 5.8797 -15.7935
H29 3.2032 7.6538 -16.6313
H30 1.7056 8.3583 -16.0403
H31 2.0431 8.1934 -17.8001
H32 1.5774 5.8016 -18.6432
H33 1.9458 4.5936 -17.7240
C13 1.9799 15.4409 -15.1581
O4 0.9661 15.2792 -16.0838
C14 1.3066 14.3105 -17.0932
C15 0.4720 14.6341 -18.3810
C16 0.5777 13.6046 -19.4506
N4 0.8627 15.9383 -18.9337
H34 2.4209 14.4964 -14.8395
H35 1.7569 16.0354 -14.2721
H36 2.7380 16.0696 -15.6252
H37 2.3627 14.4658 -17.3141
H38 1.0636 13.3184 -16.7126
H39 -0.5534 14.7759 -18.0394
H40 1.6374 13.4450 -19.6500
H41 0.0155 13.8938 -20.3385
H42 0.1595 12.6748 -19.0650
H43 0.1558 16.2206 -19.5975
H44 0.7616 16.6594 -18.2338
C17 -5.1347 13.9361 -20.4693
O5 -6.0231 13.1355 -19.6875
C18 -6.2959 13.5905 -18.3693
C19 -6.9183 12.4440 -17.6810
C20 -7.3954 12.7867 -16.3036
N5 -5.8037 11.4679 -17.5791
H45 -4.1824 14.1173 -19.9709
H46 -5.5862 14.9039 -20.6875
H47 -4.9164 13.4523 -21.4213
H48 -5.4824 13.9612 -17.7456
H49 -7.0775 14.3483 -18.4229
H50 -7.7214 12.0218 -18.2850
H51 -8.0742 13.6396 -16.3059
H52 -6.5280 13.0331 -15.6913
H53 -7.8157 11.9659 -15.7225
H54 -6.0047 10.5354 -17.2471
H55 -5.4162 11.4097 -18.5100
C21 1.3399 7.5892 0.1303
O6 1.6165 8.7225 -0.6760
C22 0.5624 9.6961 -0.3877
C23 0.6917 10.9105 -1.4430
C24 0.5058 10.4383 -2.8629
N6 1.9496 11.4232 -1.2758
H56 1.4877 7.7227 1.2019
H57 2.0365 6.8821 -0.3201
H58 0.2726 7.3999 0.0161
H59 -0.4541 9.3207 -0.5063
H60 0.7143 10.1003 0.6131
H61 0.1106 11.8012 -1.2040
H62 -0.5701 10.3213 -2.9927
H63 1.1683 9.5991 -3.0749
H64 0.7119 11.3492 -3.4249
H65 1.9584 11.8505 -0.3607
H66 2.6541 10.7038 -1.1966
C25 6.1724 9.8895 -6.5612
O7 6.0072 10.7417 -7.7338
C26 4.6111 11.0690 -8.0614
C27 4.5814 11.6199 -9.4814
C28 4.6811 10.5027 -10.5957
N7 5.5798 12.6862 -9.6815
H67 5.4863 9.0440 -6.6105
H68 5.7491 10.5735 -5.8256
H69 7.1846 9.5043 -6.4384
H70 3.8958 10.2634 -7.8956
H71 4.3085 11.9152 -7.4446
H72 3.6285 12.1484 -9.4520
H73 4.9470 10.9453 -11.5557
H74 3.6613 10.1380 -10.7184
H75 5.2857 9.6510 -10.2842
H76 5.4375 13.4271 -9.0100
H77 6.5005 12.2930 -9.5479

Atoms 1-3, force components in eV/Å:
C -1.11 -0.93 -0.77
O 1.40 -0.14 0.18
C -0.99 0.48 -0.96

The HOMO-LUMO gap is 9.286 eV. As for the SMILES: COC[C@H](C)N.COC[C@H](C)N.COC[C@H](C)N.COC[C@H](C)N.COC[C@H](C)N.COC[C@H](C)N.COC[C@H](C)N. For the maximum force, the calculation gives 0.0844 Eh/bohr. As for the charge: 0. The HOMO energy comes out at -8.850 eV. For the total energy, the calculation gives -2022.6886 a.u.



[3]
ORCA calculation (wB97M-V/def2-TZVPD) on a 7-piece molecular cluster, C28H77N7O7 overall.

Positions of all 119 atoms, in Å:
C1 6.7716 -4.5322 -2.1359
O1 7.6935 -5.5523 -1.8084
C2 7.1373 -6.8005 -1.4142
C3 8.2005 -7.7735 -0.9461
C4 9.2172 -8.2051 -1.9488
N1 7.5896 -8.9031 -0.3816
H1 6.1760 -4.9270 -2.9591
H2 7.2525 -3.5761 -2.3423
H3 6.0355 -4.3958 -1.3437
H4 6.3825 -6.5827 -0.6586
H5 6.6474 -7.2329 -2.2866
H6 8.6934 -7.2611 -0.1199
H7 9.5573 -7.3748 -2.5677
H8 8.7057 -8.9513 -2.5569
H9 9.9872 -8.6732 -1.3356
H10 7.0737 -9.3723 -1.1122
H11 6.9471 -8.7476 0.3820
C5 -8.9996 0.4969 2.0896
O2 -9.0674 1.8748 2.0445
C6 -10.1247 2.4661 1.2474
C7 -9.9137 4.0339 0.8456
C8 -9.8524 4.8746 2.1139
N2 -11.0541 4.5093 0.0622
H12 -9.7986 0.2110 2.7736
H13 -8.0251 0.2440 2.5074
H14 -8.9247 -0.0406 1.1443
H15 -10.1804 1.9261 0.3023
H16 -11.0806 2.4557 1.7711
H17 -8.9653 4.2308 0.3456
H18 -10.7357 4.6597 2.7154
H19 -9.6839 5.9400 1.9573
H20 -8.9419 4.5283 2.6029
H21 -11.9157 4.5009 0.5891
H22 -10.7291 5.4263 -0.2090
C9 -1.9485 1.7539 0.9824
O3 -0.7035 1.4169 1.2251
C10 -0.5056 0.0346 1.5036
C11 0.1105 -0.2942 2.9128
C12 1.5482 0.2772 3.2180
N3 0.1176 -1.7876 3.0709
H23 -2.0632 2.8336 0.8862
H24 -2.6408 1.5417 1.7971
H25 -2.4247 1.2020 0.1720
H26 -1.3835 -0.5820 1.3108
H27 0.1167 -0.3290 0.6860
H28 -0.6318 0.1080 3.6022
H29 2.0872 0.5094 2.2995
H30 2.1419 -0.4422 3.7821
H31 1.3902 1.1221 3.8882
H32 -0.8670 -2.0126 3.0782
H33 0.4150 -2.2573 2.2276
C13 -3.7652 7.4203 -6.3940
O4 -3.3596 6.1534 -6.8433
C14 -2.4698 5.4284 -5.9791
C15 -1.7472 4.4164 -6.9537
C16 -0.9048 3.4700 -6.2507
N4 -1.1203 5.1420 -8.0645
H34 -4.5610 7.8275 -7.0178
H35 -2.9243 8.0918 -6.2206
H36 -4.2268 7.3455 -5.4094
H37 -1.6587 5.9058 -5.4293
H38 -3.0993 4.8880 -5.2721
H39 -2.5560 3.8477 -7.4126
H40 -0.3820 2.7505 -6.8809
H41 -1.4374 2.7742 -5.6024
H42 -0.0325 3.8167 -5.6966
H43 -0.2822 5.6598 -7.8420
H44 -1.7887 5.8657 -8.2871
C17 -3.8974 -3.2051 -5.0176
O5 -2.5955 -3.7164 -4.7797
C18 -2.5819 -4.7373 -3.7771
C19 -1.2331 -5.2360 -3.3463
C20 -0.6041 -6.2246 -4.3417
N5 -1.1154 -5.7979 -2.0421
H45 -3.9675 -2.4640 -5.8139
H46 -4.3291 -2.8385 -4.0863
H47 -4.5313 -4.0413 -5.3125
H48 -2.9090 -4.2066 -2.8830
H49 -3.2397 -5.6040 -3.8419
H50 -0.5692 -4.3719 -3.3196
H51 -0.1719 -5.6713 -5.1754
H52 -1.2830 -6.9953 -4.7068
H53 0.1788 -6.7812 -3.8266
H54 -1.8619 -6.4017 -1.7284
H55 -0.3284 -6.4249 -1.9558
C21 7.0090 10.5153 -2.0197
O6 6.5111 9.1119 -2.1956
C22 6.5682 8.4700 -0.9477
C23 6.2619 6.9894 -1.0220
C24 4.8619 6.6218 -1.4039
N6 6.5034 6.5238 0.3537
H56 7.2883 10.8715 -3.0113
H57 7.9558 10.6255 -1.4910
H58 6.2686 11.2033 -1.6116
H59 7.5595 8.6159 -0.5185
H60 5.9499 8.9859 -0.2132
H61 6.8985 6.5739 -1.8032
H62 4.6266 7.2559 -2.2587
H63 4.1460 6.6631 -0.5829
H64 4.9369 5.5779 -1.7082
H65 5.9697 7.1591 0.9296
H66 6.1436 5.5849 0.4496
C25 -1.9134 -5.3145 8.7742
O7 -0.9875 -5.6493 9.8179
C26 -0.1093 -4.5135 10.0493
C27 1.3991 -5.0257 9.8184
C28 2.3615 -3.8779 10.0707
N7 1.7864 -5.5709 8.5324
H67 -1.3510 -5.2423 7.8433
H68 -2.5409 -4.4445 8.9680
H69 -2.6353 -6.1310 8.7564
H70 -0.4205 -3.7222 9.3673
H71 -0.2668 -4.1869 11.0772
H72 1.5982 -5.6803 10.6669
H73 2.2662 -2.9223 9.5551
H74 3.4219 -4.1014 9.9536
H75 2.3286 -3.4995 11.0924
H76 2.7146 -5.2292 8.3278
H77 1.4111 -4.8940 7.8835

Atoms 1-3, force components in eV/Å:
C -0.71 -1.33 0.13
O 1.12 0.38 0.34
C -0.01 1.21 -1.17

The HOMO-LUMO gap is 9.531 eV. As for the SMILES: COC[C@H](C)N.COC[C@H](C)N.COC[C@H](C)N.COC[C@H](C)N.COC[C@H](C)N.COC[C@H](C)N.COC[C@H](C)N. For the maximum force, the calculation gives 0.0832 Eh/bohr. As for the charge: 0. The HOMO energy comes out at -9.111 eV. For the total energy, the calculation gives -2022.6523 a.u.



[4]
ORCA calculation (wB97M-V/def2-TZVPD) on a 10-piece molecular cluster, C28H78N2O20 overall.

Positions of all 128 atoms, in Å:
C1 6.6618 3.9360 -1.7430
O1 5.4767 3.2232 -2.1756
C2 4.3213 3.3767 -1.2848
C3 3.1149 2.7017 -1.9318
N1 3.2012 1.1989 -1.7519
C4 2.1597 0.5929 -2.4701
C5 2.6350 -0.7775 -2.7618
O2 3.6530 -0.7814 -3.7600
C6 4.2864 -2.0409 -3.8447
H1 7.5506 3.4861 -2.1854
H2 6.9086 3.9174 -0.6815
H3 6.6721 4.9557 -2.1282
H4 4.0511 4.4024 -1.0340
H5 4.4844 2.9940 -0.2773
H6 3.0403 3.1012 -2.9433
H7 2.1853 3.1460 -1.5760
H8 4.0181 0.7725 -2.1655
H9 2.0816 1.0006 -3.4780
H10 1.2193 0.5853 -1.9190
H11 1.7816 -1.3546 -3.1180
H12 2.8629 -1.3862 -1.8868
H13 3.6191 -2.8997 -3.7718
H14 5.0627 -2.1372 -3.0857
H15 4.7442 -2.1893 -4.8227
C7 -2.3276 3.5713 0.4669
O3 -2.0985 4.8489 -0.1161
C8 -2.8765 5.9100 0.3584
C9 -2.8433 6.9743 -0.6890
N2 -3.6188 6.5657 -1.8177
C10 -3.6368 7.5299 -2.9418
C11 -4.2612 6.8688 -4.2435
O4 -3.6056 5.6334 -4.6377
C12 -4.4314 4.9065 -5.5421
H16 -1.5311 2.9391 0.0743
H17 -3.2286 3.1025 0.0712
H18 -2.2888 3.5452 1.5559
H19 -2.4468 6.1547 1.3297
H20 -3.8528 5.4439 0.4920
H21 -1.7827 7.1544 -0.8641
H22 -3.2512 7.8193 -0.1342
H23 -3.4529 5.6284 -2.1554
H24 -2.5952 7.7496 -3.1760
H25 -4.1654 8.4601 -2.7329
H26 -4.2777 7.5601 -5.0860
H27 -5.3139 6.6566 -4.0563
H28 -5.4271 4.7583 -5.1241
H29 -4.1716 3.8494 -5.5971
H30 -4.4779 5.3602 -6.5321
C13 2.4791 -4.7824 0.0132
C14 3.2969 -5.0283 -1.2758
O5 2.5163 -5.4055 -2.3789
O6 1.8370 -6.0735 0.4281
H31 1.7546 -3.9699 -0.0418
H32 3.1732 -4.5472 0.8201
H33 3.9660 -5.8647 -1.0737
H34 3.9002 -4.1309 -1.4127
H35 3.0937 -5.9011 -2.9643
H36 1.0287 -6.1713 -0.0805
C15 -1.5444 -5.2863 -1.1697
C16 -0.8179 -4.9861 -2.4597
O7 0.1089 -3.8321 -2.3747
O8 -0.8693 -6.1836 -0.3064
H37 -2.5309 -5.6859 -1.4049
H38 -1.8561 -4.3747 -0.6598
H39 -1.5687 -4.7674 -3.2190
H40 -0.3253 -5.8944 -2.8066
H41 0.9903 -4.1592 -2.1800
H42 -1.4871 -6.8656 -0.0328
C17 -0.6310 -2.4687 0.8882
C18 -0.5125 -1.4745 -0.2522
O9 -1.1902 -0.1971 -0.0303
O10 0.0236 -2.0393 2.1263
H43 -0.2579 -3.4755 0.7011
H44 -1.6659 -2.6306 1.1897
H45 -0.9224 -1.8345 -1.1959
H46 0.5621 -1.4222 -0.4268
H47 -0.6854 0.1473 0.7101
H48 -0.0707 -2.6702 2.8437
C19 3.1077 -1.7498 3.0941
C20 3.6294 -3.0225 3.7626
O11 3.7469 -2.6471 5.1460
O12 4.1094 -0.9184 2.6159
H49 2.4010 -1.2431 3.7513
H50 2.5395 -1.9820 2.1934
H51 4.5926 -3.3842 3.4027
H52 2.8742 -3.8059 3.6980
H53 4.3836 -1.9510 5.3243
H54 3.6782 -0.1664 2.2033
C21 1.6589 1.8356 1.2573
C22 1.0577 1.5237 2.6026
O13 0.0237 0.5884 2.6287
O14 2.5620 0.7617 0.9316
H55 2.3133 2.6942 1.4076
H56 0.9665 1.9132 0.4191
H57 0.5949 2.4097 3.0373
H58 1.8883 1.1435 3.1973
H59 0.4428 -0.2733 2.5705
H60 2.8614 0.9801 0.0460
C23 -0.1299 -5.0495 3.7325
C24 0.4695 -6.0220 4.7667
O15 -0.1608 -5.9644 6.0154
O16 -0.2488 -3.7279 4.1887
H61 -1.1486 -5.3200 3.4546
H62 0.4126 -5.0718 2.7873
H63 1.5086 -5.7508 4.9531
H64 0.4566 -7.0384 4.3732
H65 0.2324 -6.6899 6.5059
H66 -0.8887 -3.6311 4.8977
C25 -4.6620 -1.4537 -1.3817
C26 -4.4060 -0.0347 -1.9435
O17 -3.0586 0.1920 -2.2064
O18 -6.0557 -1.7138 -1.3621
H67 -4.2662 -1.4729 -0.3663
H68 -4.0959 -2.2840 -1.8038
H69 -4.6317 0.7084 -1.1786
H70 -5.0472 0.1790 -2.7987
H71 -2.4781 0.0963 -1.4478
H72 -6.2340 -2.6132 -1.0776
C27 -2.4389 2.1082 4.4452
C28 -3.6008 3.0324 4.5728
O19 -4.7679 2.2809 4.5931
O20 -2.4204 1.5486 3.1719
H73 -2.4255 1.3674 5.2447
H74 -1.5129 2.6724 4.5560
H75 -3.6367 3.5406 3.6091
H76 -3.5514 3.7541 5.3881
H77 -4.7212 1.6486 3.8722
H78 -1.5470 1.1637 3.0696

Atoms 1-3, force components in eV/Å:
C 0.11 -0.31 -0.66
O -0.39 0.60 1.74
C 0.19 0.06 -0.41

The HOMO-LUMO gap (spin up / spin down) is 8.412 / 3.022 eV. Its multiplicity is 2. For the maximum force, the calculation gives 0.0708 Eh/bohr. As for the charge: +1. The HOMO energy (spin up / spin down) comes out at -10.671 / -10.671 eV. For the total energy, the calculation gives -2727.3367 a.u.



Q: Which of these has the lowest charge?
A: C28H77ClN7O11